The following is a DFT calculation (wB97M-V/def2-TZVPD) of a molecular structure, C31H20BrF9HgN4O2PS2.

Geometry as XYZ:
```
71
Properties=species:S:1:pos:R:3:forces:R:3:lowdin_charge:R:1
Hg 0.206879 1.973475 1.178044 -0.070 0.090 0.150 0.64
N 0.210880 2.297294 -2.475613 0.070 -0.038 0.010 0.11
C -0.157579 1.403309 -3.449656 0.064 -0.128 -0.061 -0.33
C 0.023502 1.733761 -4.803013 -0.011 0.103 0.014 -0.06
C -0.279032 0.835133 -5.806198 -0.034 -0.001 0.062 -0.12
C -0.781858 -0.421776 -5.493984 -0.020 -0.100 -0.094 -0.12
C -0.968846 -0.761317 -4.162106 0.058 0.154 -0.081 -0.11
C -0.654079 0.117698 -3.130609 -0.062 0.095 0.216 -0.31
P -0.902332 -0.252768 -1.339959 -0.047 -0.523 -0.200 1.08
C 0.481276 -1.404524 -0.980746 0.165 0.199 0.059 -0.38
C 1.286610 -2.012775 -1.939611 -0.036 0.010 0.030 -0.11
C 2.242320 -2.943464 -1.555395 0.157 -0.036 -0.169 -0.12
C 2.420106 -3.257299 -0.215731 0.004 0.038 0.037 -0.11
C 1.639503 -2.629062 0.745605 0.013 -0.090 0.035 -0.06
C 0.671343 -1.709668 0.369638 -0.043 0.117 -0.048 -0.09
C -2.239408 -1.520829 -1.428017 -0.072 0.233 -0.049 -0.36
C -3.538648 -1.051809 -1.239050 -0.006 -0.053 -0.012 -0.09
C -4.617093 -1.923289 -1.269172 -0.052 0.007 -0.021 -0.09
C -4.408327 -3.277214 -1.486032 -0.008 -0.030 0.016 -0.11
C -3.118618 -3.754194 -1.672493 -0.017 -0.034 -0.011 -0.10
C -2.039167 -2.883386 -1.638990 -0.054 -0.002 0.012 -0.09
H 0.321886 3.259948 -2.744707 -0.067 0.041 0.038 0.09
H -0.150693 2.182373 -1.534361 0.005 0.071 -0.016 -0.05
H 0.392551 2.723756 -5.049790 0.027 -0.017 -0.005 0.10
H -0.135985 1.120748 -6.842002 0.009 0.017 0.004 0.09
H -1.031878 -1.125173 -6.278828 -0.004 0.000 0.013 0.09
H -1.373843 -1.735352 -3.921447 -0.026 -0.035 0.063 0.09
H 1.154722 -1.777420 -2.988916 0.017 0.018 -0.002 0.09
H 2.852567 -3.426169 -2.313712 -0.017 0.015 0.039 0.09
H 3.169809 -3.983101 0.077184 0.012 0.006 0.007 0.09
H 1.770880 -2.852802 1.797179 -0.015 0.047 0.014 0.11
H 0.072215 -1.231791 1.143771 0.041 -0.009 0.035 0.06
H -3.694997 0.003403 -1.045822 -0.017 0.000 0.023 0.10
H -5.620666 -1.549367 -1.107950 0.011 0.020 0.015 0.10
H -5.246076 -3.964353 -1.486929 -0.007 0.010 -0.025 0.09
H -2.952523 -4.812370 -1.838230 0.015 0.003 0.025 0.09
H -1.035746 -3.270579 -1.767372 -0.008 0.012 0.023 0.10
O 6.147854 -1.130179 -0.540534 0.087 -0.057 0.055 0.05
C 5.197413 -0.181475 -0.319407 -0.173 0.140 0.050 -0.33
C 4.450702 0.375831 -1.350307 0.018 -0.183 -0.129 -0.02
C 3.486357 1.311576 -1.031988 0.010 0.005 -0.013 -0.14
N 3.267294 1.732092 0.209067 0.071 0.162 0.123 0.01
C 4.003815 1.212295 1.163907 0.032 0.130 -0.177 -0.77
Br 3.728405 1.906158 2.900682 -0.054 -0.053 0.125 0.71
C 4.978998 0.246767 0.978914 0.127 -0.168 0.014 -0.06
H 6.112959 -1.389974 -1.466033 -0.022 -0.006 -0.030 0.10
H 4.607593 0.062763 -2.375790 -0.054 -0.002 -0.032 0.11
H 2.858340 1.756771 -1.796807 -0.029 -0.060 -0.006 0.10
H 5.547196 -0.159617 1.802496 -0.026 0.002 0.004 0.11
S 0.597908 5.358487 0.585327 -0.238 0.049 0.161 0.48
C -0.761233 5.597767 1.566615 0.337 -0.275 -0.538 -0.87
C -0.607071 6.528243 2.638638 0.039 0.304 0.409 -0.33
N -0.452412 7.304381 3.477380 -0.035 -0.031 -0.041 0.12
C -1.997936 4.950425 1.411367 0.137 -0.318 -0.657 -0.87
S -2.360754 3.840487 0.187217 0.035 0.111 0.172 0.48
C -3.051084 5.234339 2.332486 -0.344 0.117 0.349 -0.33
N -3.936306 5.456443 3.037142 0.073 0.030 -0.026 0.13
F 1.065154 -1.652702 5.042383 -0.112 0.141 0.056 0.13
C 0.109516 -0.757081 5.351891 0.148 -0.133 0.007 -0.52
F -0.495609 -1.225735 6.478739 0.077 0.080 -0.157 0.11
F 0.744383 0.375479 5.709288 -0.068 -0.100 -0.077 0.14
C -0.860025 -0.530800 4.116980 -0.258 -0.230 0.461 -0.42
O -0.219223 -0.471754 2.988527 0.036 0.050 0.035 -0.20
C -1.891043 -1.742017 4.149533 -0.092 -0.142 -0.150 -0.52
F -2.851527 -1.672098 5.107464 0.146 -0.018 -0.116 0.12
F -2.532957 -1.851695 2.977256 0.103 0.045 0.151 0.14
F -1.255227 -2.925410 4.344967 -0.050 0.186 -0.039 0.12
C -1.698968 0.767869 4.435251 0.047 0.165 -0.057 -0.54
F -0.977539 1.871606 4.210977 -0.094 -0.125 -0.017 0.10
F -2.134970 0.850248 5.720927 0.035 -0.029 -0.139 0.12
F -2.789658 0.831464 3.650463 0.113 0.003 0.082 0.14
```
Positions in Å, forces in eV/Å.

Electronic energy, eV: -172163.99708
Net charge: -2
2S+1: 2
Expectation value of S²: 0.78
HOMO energy (alpha / beta), eV: -1.729 / -2.236
Relative energy (zero: lowest compared OMol25 entry of this formula, charge and spin), kcal/mol: 11.69

The following is a DFT calculation (wB97M-V/def2-TZVPD) of C4H5N3 in the gas phase at a distorted geometry.

Geometry as XYZ:
```
12
Properties=species:S:1:pos:R:3:forces:R:3:nbo_charge:R:1
C 1.015822 1.216366 -0.498326 -1.319 -0.168 2.215 0.05
C 0.208880 0.557065 0.426865 1.294 -0.380 -0.817 0.03
C 0.202576 2.054880 0.396607 0.102 2.143 1.028 -0.34
C -0.747375 -1.811492 0.258794 -0.926 -1.578 0.542 -0.42
N 1.258428 0.485988 -1.581277 -0.965 -2.191 0.323 -0.23
N 0.718876 -0.702486 -1.295499 0.034 0.051 -1.374 -0.05
N -0.054006 -0.634549 -0.184244 1.626 2.052 -0.713 -0.17
H 0.787390 2.625356 1.197959 -1.032 -1.096 -0.801 0.23
H -0.718974 2.610729 0.140343 0.507 -0.218 -0.344 0.21
H -0.021137 -2.648020 0.448280 -0.519 0.897 -0.118 0.22
H -1.198084 -1.518517 1.278684 0.155 -0.759 -1.944 0.23
H -1.452396 -2.235321 -0.588185 1.042 1.249 2.002 0.23
```
Positions in Å, forces in eV/Å.

Electronic energy, eV: -8693.62745
SMILES: Cn1nnc2c1C2
Net charge: 0
HOMO energy, eV: -9.059
Relative energy (zero: lowest compared OMol25 entry of this formula, charge and spin), kcal/mol: 142.63

The following is a DFT calculation (wB97M-V/def2-TZVPD) of C23H29ClN2O3 in the gas phase.

Geometry as XYZ:
```
58
Properties=species:S:1:pos:R:3:forces:R:3:nbo_charge:R:1
C -2.547642 -4.438796 -1.931006 0.057 -0.154 -0.152 -0.25
O -2.764222 -3.449591 -0.958919 0.093 0.297 0.310 -0.48
C -1.682146 -2.936214 -0.306106 -0.222 0.039 0.004 0.27
C -0.367276 -3.300607 -0.537615 -0.208 -0.036 -0.040 -0.28
C 0.659226 -2.724750 0.199959 0.027 0.172 0.192 -0.05
C 0.374063 -1.757871 1.150005 0.029 -0.180 -0.141 0.02
C -0.941448 -1.376299 1.386283 -0.173 -0.085 -0.004 -0.31
C -1.975764 -1.966245 0.679868 -0.237 -0.076 -0.067 0.27
O -3.298858 -1.694483 0.852621 0.296 -0.265 -0.324 -0.48
C -3.672541 -0.867757 1.925496 -0.025 0.201 0.199 -0.25
H -4.760182 -0.827132 1.896950 0.056 0.043 0.040 0.20
H -3.348178 -1.286927 2.884507 0.008 0.006 -0.032 0.17
H -3.272201 0.145500 1.817821 -0.012 -0.115 0.017 0.18
H -1.144114 -0.620777 2.129735 -0.092 0.111 0.082 0.22
C 1.567874 -1.162754 1.840501 0.055 -0.167 0.064 -0.25
N 2.611722 -0.763295 0.901097 -0.095 0.038 0.131 -0.45
C 2.922045 -1.770412 -0.110368 0.427 -0.166 -0.101 -0.21
C 2.106950 -3.063974 0.032036 0.002 0.218 0.022 -0.42
H 2.271933 -3.693849 -0.843084 0.043 -0.027 0.047 0.22
H 2.454405 -3.610727 0.913304 0.056 -0.073 -0.024 0.21
H 3.991499 -2.009640 -0.038924 -0.088 -0.041 -0.209 0.19
H 2.737005 -1.374826 -1.114565 0.026 -0.025 0.013 0.18
C 2.478776 0.595130 0.413973 0.161 0.047 -0.222 -0.04
C 3.765882 1.074796 -0.262493 -0.208 0.205 0.281 -0.40
C 3.612538 2.542317 -0.648986 -0.036 -0.183 -0.310 -0.40
C 2.382119 2.730850 -1.532622 0.249 0.276 0.078 -0.21
N 1.200580 2.277212 -0.819123 0.018 0.064 -0.164 -0.48
C 1.286607 0.854400 -0.527758 0.045 -0.199 0.427 -0.26
H 0.358936 0.541560 -0.043596 0.037 0.007 -0.068 0.23
H 1.393391 0.271505 -1.457982 -0.048 0.028 0.003 0.17
C -0.051841 2.615250 -1.483002 -0.109 0.141 -0.057 -0.23
C -1.230322 2.537782 -0.540819 0.139 0.008 0.014 -0.12
C -2.464459 2.118169 -1.012084 -0.092 0.011 0.187 -0.20
C -3.577395 2.140501 -0.189757 0.153 0.086 0.044 -0.06
C -3.476250 2.579527 1.120540 0.044 0.033 -0.188 -0.23
C -2.245628 2.974851 1.605759 0.199 0.025 -0.026 -0.28
C -1.114048 2.957341 0.792653 -0.268 -0.118 -0.072 0.38
O 0.059257 3.354533 1.325330 0.048 0.222 0.193 -0.71
H 0.765240 3.141319 0.668575 -0.039 -0.158 -0.069 0.50
H -2.136516 3.314149 2.623728 0.014 0.041 0.129 0.23
H -4.349600 2.608418 1.752882 -0.096 -0.019 0.047 0.23
Cl -5.106491 1.616955 -0.805636 -0.240 -0.096 -0.078 0.00
H -2.561516 1.782332 -2.033305 -0.019 -0.061 -0.113 0.22
H 0.029847 3.648870 -1.842255 0.054 -0.098 -0.012 0.21
H -0.236880 1.974260 -2.360600 0.034 0.067 0.040 0.19
H 2.257544 3.790509 -1.772573 -0.027 -0.075 -0.046 0.20
H 2.516042 2.179163 -2.479295 -0.052 0.023 0.011 0.17
H 4.498460 2.888058 -1.183514 0.017 0.062 0.024 0.21
H 3.498194 3.147983 0.251929 0.027 0.082 0.012 0.20
H 4.604328 0.942069 0.421250 0.040 -0.070 0.013 0.22
H 3.964625 0.485112 -1.158639 0.026 -0.081 -0.064 0.20
H 2.325486 1.220552 1.302651 -0.024 0.010 -0.080 0.20
H 2.009698 -1.912251 2.510880 -0.130 0.105 0.086 0.20
H 1.289415 -0.298251 2.444247 0.019 -0.019 0.045 0.21
H -0.123836 -4.044582 -1.280162 -0.036 -0.093 -0.102 0.22
H -1.938329 -4.065249 -2.761576 -0.008 -0.018 0.041 0.17
H -3.535428 -4.705478 -2.303706 0.089 -0.016 -0.009 0.20
H -2.070580 -5.328238 -1.504529 -0.004 0.043 -0.020 0.17
```
Positions in Å, forces in eV/Å.

Electronic energy, eV: -45966.64167
SMILES: COc1cc2c(cc1OC)CN([C@H]1CCCN(Cc3cc(Cl)ccc3O)C1)CC2
Net charge: 0
HOMO energy, eV: -7.749
Relative energy (zero: lowest compared OMol25 entry of this formula, charge and spin), kcal/mol: 19.37